[1]
# C4H9ClN3O2

A cluster of 2 separate species, C4H9ClN3O2 in total in a non-equilibrium geometry (ωB97M-V/def2-TZVPD, the OMol25 dataset).

Structure (ORCA input):
```
! RIJCOSX wB97M-V def2-TZVPD def2/J DEFGRID3
* xyz -1 3
C 2.650 1.020 0.751
C 1.683 -1.229 -0.186
C -4.240 -1.033 -0.247
C 1.556 0.349 -0.174
N -1.737 1.305 0.428
N 0.277 0.667 0.437
N -0.715 0.886 -0.338
O -0.845 0.689 -1.567
O -2.780 1.558 -0.236
Cl -3.147 -2.401 -0.301
H 2.885 1.996 0.484
H 2.190 1.094 1.795
H 3.543 0.486 0.720
H 1.588 -1.411 0.908
H 2.783 -1.653 -0.375
H 0.911 -1.754 -0.832
H -3.741 -0.207 -0.769
H -4.496 -1.083 0.745
H 1.635 0.721 -1.242
*
```

Values from the calculation:
- orbital gap (spin up / spin down) (hartree) = 0.236 / 0.264
- ⟨S²⟩ = 2.026

Partial charges, Mulliken, in e: -1.43 -1.24 -0.45 0.53 -0.51 -0.74 1.31 -0.75 -0.51 -0.17 0.36 0.34 0.38 0.31 0.28 0.29 0.32 0.25 0.41

***

[2]
# C32H43B11Br6IN3O2ReTe

A structure of composition C32H43B11Br6IN3O2ReTe (ωB97M-V/def2-TZVPD, the OMol25 dataset).

Structure (ORCA input):
```
! RIJCOSX wB97M-V def2-TZVPD def2/J DEFGRID3
* xyz 3 1
Re -1.954 1.422 0.596
Br -3.453 3.205 -2.965
B -1.818 3.817 -2.124
B -0.439 4.330 -3.107
C 0.345 5.499 -2.168
B -1.351 5.515 -2.180
B -0.414 5.910 -0.713
B 1.080 4.947 -0.728
B 1.067 3.972 -2.209
B -0.308 2.877 -2.139
Br -0.185 1.124 -3.008
B 0.622 3.241 -0.663
Br 1.702 1.807 0.123
B -0.280 4.475 0.290
Br -0.159 4.698 2.221
B -1.811 4.803 -0.619
Br -3.436 5.418 0.226
B -1.147 3.107 -0.554
Br -3.947 2.386 0.893
H -0.423 4.353 -4.284
H 0.847 6.292 -2.704
H -1.969 6.359 -2.716
H -0.425 7.007 -0.292
H 2.089 5.407 -0.336
H 2.067 3.755 -2.792
C -0.855 1.762 6.877
N -0.383 1.660 5.494
N -1.219 1.804 4.430
C -0.487 1.599 3.320
O -1.043 1.849 2.145
C 0.814 1.293 3.663
C 0.842 1.343 5.057
C 1.981 1.141 5.991
C -2.598 2.194 4.533
C -3.570 1.250 4.238
C -4.904 1.619 4.336
C -5.240 2.910 4.728
C -4.249 3.840 5.022
C -2.912 3.487 4.923
H -1.912 1.516 6.907
H -0.694 2.769 7.255
H -0.299 1.044 7.473
H 1.640 1.115 3.000
H 2.909 1.074 5.430
H 1.859 0.220 6.564
H 2.062 1.971 6.693
H -3.284 0.240 3.968
H -5.681 0.895 4.130
H -6.281 3.190 4.818
H -4.518 4.841 5.330
H -2.130 4.208 5.126
I -2.331 0.216 -1.512
C -0.546 -2.449 1.958
C -0.606 -1.353 0.932
O -1.457 -0.382 1.290
N 0.002 -1.270 -0.188
Te 1.462 -2.615 -0.606
C 0.643 -4.446 -1.267
C 1.687 -5.328 -1.598
C 3.147 -4.948 -1.549
C 1.347 -6.611 -2.005
C 0.027 -7.040 -2.067
C -0.321 -8.435 -2.497
C -0.970 -6.138 -1.717
C -0.698 -4.836 -1.316
C -1.885 -3.959 -1.020
C 2.056 -1.715 -2.387
C 1.319 -1.820 -3.574
C -0.063 -2.412 -3.668
C 1.883 -1.292 -4.729
C 3.135 -0.684 -4.735
C 3.743 -0.178 -6.009
C 3.820 -0.572 -3.528
C 3.311 -1.086 -2.345
C 4.145 -0.969 -1.093
H -1.340 -2.346 2.692
H 0.414 -2.408 2.479
H -0.635 -3.428 1.484
H 3.467 -4.646 -0.546
H 3.391 -4.144 -2.250
H 3.764 -5.801 -1.820
H 2.143 -7.297 -2.271
H 0.570 -9.038 -2.657
H -0.893 -8.418 -3.426
H -0.938 -8.925 -1.743
H -2.007 -6.453 -1.765
H -2.519 -4.419 -0.260
H -2.496 -3.849 -1.919
H -1.608 -2.966 -0.684
H -0.662 -2.206 -2.776
H -0.037 -3.495 -3.794
H -0.583 -1.998 -4.532
H 1.324 -1.356 -5.656
H 3.006 -0.109 -6.807
H 4.530 -0.858 -6.339
H 4.200 0.801 -5.867
H 4.786 -0.080 -3.512
H 4.917 -0.215 -1.227
H 4.649 -1.910 -0.855
H 3.558 -0.678 -0.218
*
```

Values from the calculation:
- orbital gap (spin up / spin down) (hartree) = 0.168 / 0.168

Atomic partial charges in e from the Mulliken method, atoms 1 to 99: -0.67 -0.19 1.47 -0.17 -0.32 0.08 0.44 0.20 0.58 1.01 -0.10 0.58 -0.18 1.15 -0.26 0.27 -0.14 -0.42 -0.09 -0.18 0.82 -0.17 -0.17 -0.19 -0.22 -0.94 -0.09 1.20 -0.15 -1.45 -0.44 0.23 -1.74 -0.49 -0.15 -0.85 -0.48 -0.85 0.11 0.38 0.34 0.39 0.53 0.41 0.38 0.39 0.61 0.47 0.48 0.47 0.56 -0.17 -1.49 0.73 -0.57 0.04 0.78 0.82 0.52 -1.78 -1.05 0.33 -1.54 -0.90 1.16 -1.37 1.34 0.21 -1.33 -0.61 0.37 -1.68 -0.93 0.82 -1.96 0.33 0.38 0.37 0.32 0.35 0.49 0.36 0.37 0.35 0.38 0.54 0.58 0.53 -0.55 -0.18 0.46 0.51 0.44 0.40 0.35 0.42 0.50 0.46 0.33

***

[3]
# C5H10O3

The ion C5H10O3 with charge +1 in a non-equilibrium geometry (ωB97M-V/def2-TZVPD, the OMol25 dataset).

Structure (ORCA input):
```
! RIJCOSX wB97M-V def2-TZVPD def2/J DEFGRID3
* xyz 1 2
O 1.258 1.920 -2.339
C 1.433 1.273 -1.345
O 2.613 1.286 -0.718
C 0.522 0.211 -0.742
C -0.067 0.792 0.555
C -0.684 -0.333 1.381
C -1.581 -1.244 0.581
O -0.728 -2.253 0.035
H 3.117 2.078 -0.985
H 1.139 -0.677 -0.611
H -0.299 -0.027 -1.404
H 0.641 1.389 1.132
H -0.796 1.519 0.179
H -1.279 0.146 2.166
H 0.093 -0.964 1.824
H -2.002 -0.657 -0.227
H -2.244 -1.784 1.253
H -1.137 -2.675 -0.734
*
```

Values from the calculation:
- orbital gap (spin up / spin down) (hartree) = 0.395 / 0.152
- ⟨S²⟩ = 0.757

Partial charges, Mulliken, in e: -0.18 0.30 -0.32 -0.24 -0.77 -0.53 -0.54 -0.50 0.37 0.40 0.44 0.42 0.38 0.34 0.36 0.38 0.36 0.33